{"formula": "C6H18ClO6", "method": "ωB97M-V with the def2-TZVPD basis set", "species": ["Cl", "C", "C", "O", "O", "H", "H", "H", "H", "H", "H", "C", "C", "O", "O", "H", "H", "H", "H", "H", "H", "C", "C", "O", "O", "H", "H", "H", "H", "H", "H"], "positions_angstrom": [[-1.408298, 0.590574, 1.200089], [1.349968, -0.521790, -1.430680], [-0.004478, -0.523614, -2.102684], [-0.697670, 0.670950, -1.882834], [1.317193, -0.577936, -0.010997], [1.932134, 0.357262, -1.743934], [1.928628, -1.394217, -1.772554], [-0.582573, -1.392490, -1.761738], [0.174025, -0.654159, -3.176668], [-1.157551, 0.573360, -1.031959], [0.485235, -0.175586, 0.323575], [-0.117201, 4.013270, 0.510227], [1.059014, 3.149874, 0.191917], [2.137807, 4.013574, -0.248920], [-0.507087, 4.719661, -0.668396], [0.066680, 4.729592, 1.322166], [-0.964376, 3.392835, 0.793743], [0.758769, 2.511706, -0.643787], [1.384369, 2.521609, 1.022752], [2.844085, 3.420129, -0.517156], [0.249243, 5.221811, -0.986035], [-1.145907, -3.294495, 0.444532], [-0.835628, -4.069421, 1.698053], [-0.635675, -3.264878, 2.826492], [-2.273736, -2.448862, 0.591282], [-1.419879, -4.037821, -0.315798], [-0.292073, -2.711923, 0.089269], [0.035820, -4.700577, 1.432149], [-1.629308, -4.823544, 1.837841], [-0.097595, -3.766207, 3.443229], [-1.953935, -1.528689, 0.566824]], "atomic_forces_ev_per_a": [[0.08, -0.13, -0.29], [0.57, -0.22, 0.45], [0.38, -0.26, -0.05], [-0.24, 0.02, -0.33], [-0.21, -0.09, -0.32], [-0.23, 0.11, -0.12], [-0.15, 0.01, 0.05], [0.01, 0.02, 0.00], [-0.14, 0.13, -0.03], [-0.09, 0.38, 0.37], [0.12, 0.07, 0.08], [-0.31, 0.40, -0.16], [0.27, -0.14, -0.37], [-0.06, -0.20, 0.24], [-0.34, 0.23, 0.02], [0.23, -0.12, 0.00], [0.06, -0.14, 0.00], [0.01, -0.14, 0.12], [-0.14, 0.08, 0.11], [0.07, 0.13, -0.08], [0.15, -0.14, 0.10], [-0.73, 0.52, -0.17], [0.12, -1.21, -0.75], [0.17, 0.04, 0.09], [0.24, -0.12, -0.23], [0.31, -0.08, -0.07], [0.15, -0.13, 0.19], [0.14, 0.34, 0.29], [-0.21, 0.38, 0.30], [-0.01, 0.10, 0.09], [-0.23, 0.16, 0.48]], "homo_ev": -5.449, "energy_ev": -31322.99003, "charge": -1, "orbital_gap_ha": 0.3170}

***

{"formula": "C6H18CuIO6", "method": "ωB97M-V with the def2-TZVPD basis set", "species": ["Cu", "I", "C", "C", "O", "O", "H", "H", "H", "H", "H", "H", "C", "C", "O", "O", "H", "H", "H", "H", "H", "H", "C", "C", "O", "O", "H", "H", "H", "H", "H", "H"], "positions_angstrom": [[-8.653742, 17.914508, -1.335230], [-11.751435, 19.521969, 1.625364], [-13.952697, 28.034411, -0.411771], [-13.992824, 26.599602, 0.208984], [-13.472657, 25.516622, -0.556317], [-12.639060, 28.371795, -0.735871], [-14.480697, 28.673875, 0.295622], [-14.538482, 28.128998, -1.326119], [-15.044012, 26.542339, 0.491511], [-13.482090, 26.669800, 1.169360], [-13.370244, 24.680983, -0.094982], [-12.576084, 29.325632, -0.824403], [-12.520790, 17.294540, 8.012488], [-11.312086, 16.439893, 7.510708], [-10.463895, 17.122478, 6.724817], [-13.107556, 16.545983, 9.046357], [-13.217470, 17.676472, 7.266256], [-12.205003, 18.296381, 8.303501], [-11.764799, 15.626396, 6.943808], [-10.810285, 15.920442, 8.327081], [-10.857495, 17.377957, 5.887307], [-12.586371, 16.815329, 9.806234], [-17.957473, 19.089641, -0.483118], [-17.954153, 20.558782, -0.056325], [-17.561234, 21.432511, -1.074355], [-16.758042, 18.922525, -1.315486], [-18.856057, 18.924062, -1.077452], [-18.017737, 18.481254, 0.419281], [-17.280614, 20.713273, 0.786640], [-18.967080, 20.780403, 0.279766], [-18.062307, 22.216521, -0.838013], [-15.973711, 18.977547, -0.764683]], "atomic_forces_ev_per_a": [[-0.13, 0.08, 0.11], [0.14, -0.08, -0.13], [-0.18, -1.84, -0.71], [-0.15, 0.98, 0.62], [-0.29, 1.00, -0.90], [0.75, 0.49, 0.47], [0.43, 0.19, 0.47], [-0.37, -0.52, -0.17], [-0.38, -0.82, -0.26], [0.38, 0.03, 0.04], [-0.30, 0.43, 0.53], [0.10, 0.06, -0.08], [1.41, 0.19, -0.09], [-3.25, -0.78, 0.16], [2.54, 1.61, -1.36], [-0.53, 0.59, 0.18], [-0.50, -1.29, -0.54], [0.74, -0.01, 0.90], [-0.19, -0.43, -0.04], [0.22, 0.62, 0.21], [-0.17, -0.14, 0.13], [-0.27, -0.35, 0.45], [1.31, 1.66, -0.77], [-0.31, -0.86, 0.85], [-0.47, 0.32, -0.32], [-1.37, -0.93, 0.52], [0.44, -0.32, -0.39], [0.31, -0.34, -0.13], [0.13, -0.22, 0.37], [-0.16, 0.14, 0.22], [0.25, 0.47, -0.57], [-0.11, 0.08, 0.23]], "homo_ev": [-11.393, -11.393], "multiplicity": 2, "energy_ev": -71525.60729, "charge": 1, "orbital_gap_ha": [0.1321, 0.1324]}

***

{"formula": "C6H18FInO6", "method": "ωB97M-V with the def2-TZVPD basis set", "species": ["In", "F", "C", "C", "O", "O", "H", "H", "H", "H", "H", "H", "C", "C", "O", "O", "H", "H", "H", "H", "H", "H", "C", "C", "O", "O", "H", "H", "H", "H", "H", "H"], "positions_angstrom": [[14.608344, -14.702143, -32.256356], [14.138459, -12.736939, -34.226014], [12.817800, -12.864435, -37.761148], [14.246360, -12.126396, -37.587732], [15.035633, -12.821385, -36.742288], [12.917829, -13.984611, -38.532566], [12.153949, -12.165947, -38.275905], [12.417706, -13.127978, -36.768609], [14.020793, -11.108644, -37.197234], [14.710852, -12.115915, -38.571471], [14.580394, -12.884244, -35.845699], [13.497662, -14.656804, -38.127114], [14.855686, -9.881117, -35.407789], [15.727239, -8.653111, -35.780311], [15.774595, -7.803363, -34.713557], [15.565949, -10.669240, -34.562455], [14.648973, -10.397701, -36.368270], [13.897830, -9.533513, -34.999988], [15.181277, -8.135030, -36.568829], [16.734640, -8.922438, -36.107884], [16.354122, -8.204415, -34.035555], [15.069810, -11.489838, -34.276649], [9.567688, -11.452970, -33.882482], [10.792797, -11.912871, -34.723559], [11.928223, -11.349740, -34.289317], [8.389768, -11.696927, -34.531544], [9.671009, -10.371862, -33.727757], [9.584128, -11.865059, -32.866066], [10.552785, -11.657202, -35.784422], [10.830090, -13.015292, -34.796335], [12.722432, -11.970688, -34.352427], [7.940027, -12.461322, -34.141210]], "atomic_forces_ev_per_a": [[-0.03, 0.29, -0.22], [0.15, -0.39, -0.09], [-1.78, -0.15, 0.22], [1.40, -2.06, -0.43], [-0.61, 0.10, 0.43], [1.03, 0.32, -0.08], [0.10, 0.00, 0.06], [0.34, 0.45, 0.10], [-0.87, 0.59, 0.17], [0.13, 0.35, -0.04], [0.50, -0.05, -0.04], [-0.36, 0.10, -0.11], [0.60, 1.01, 2.71], [0.06, 0.66, -1.48], [-0.01, -0.32, 1.11], [0.03, -0.61, -1.14], [0.05, -0.02, -1.22], [-0.19, -0.39, -0.06], [0.19, 0.05, -0.15], [-0.17, -0.48, -0.11], [-0.20, 0.49, -0.13], [-0.53, 0.10, 0.47], [0.20, 1.09, 0.87], [-1.28, -1.72, -1.33], [2.37, 0.23, 0.22], [-0.73, -0.63, -0.22], [0.13, -0.02, -0.34], [0.27, -0.40, -0.22], [-0.10, 0.60, 0.26], [0.11, 0.09, 0.49], [-0.82, 0.53, 0.51], [0.03, 0.23, -0.22]], "homo_ev": -15.621, "energy_ev": -26665.99432, "charge": 2, "orbital_gap_ha": 0.1061}

***

The records above yield relative energy (zero: lowest compared OMol25 entry of this formula, charge and spin) values of 0.227 0.197 0.000 eV, respectively.